The following is a quantum chemistry calculation of a 2-piece molecular cluster, C5H13N3S overall in a non-equilibrium geometry, from OMol25.

ORCA input file:
```
! RIJCOSX wB97M-V def2-TZVPD def2/J DEFGRID3
* xyz 2 1
H 1.1931 1.1239 3.1795
N 1.4918 1.5068 2.2299
H 2.7331 0.7116 -1.0452
C 0.6580 0.7329 -1.5953
H 0.0759 -2.6329 -0.1820
H 1.1751 4.1615 0.5323
C 1.5261 2.3484 1.4236
N 1.5398 3.1871 0.5764
C -0.6297 -2.2071 -0.8310
H -0.0695 0.9503 -2.3073
H 1.1245 -0.1575 0.1509
H 2.0254 3.0049 -0.2962
H -1.4365 -0.4211 -1.1848
H -0.4032 -2.2937 -1.9140
S 2.1352 1.4289 -1.9613
H -2.5598 -0.7828 0.4680
H -1.5801 -2.6090 -0.7278
C -1.5736 -0.6755 0.8055
H -1.1887 -1.5576 1.3963
C 0.3735 -0.1245 -0.6289
H -1.4382 0.2522 1.3784
N -0.8635 -0.8179 -0.4617
*
```

Properties
ΔE to the lowest compared entry with this formula, charge and spin ... 3.582 eV
Frontier orbital gap ... 8.93 eV
E ... -760.027906 hartree
HOMO level ... -16.82 eV
LUMO ... -7.889 eV

Atomic partial charges in e from the natural (NBO) method, atoms 1 to 6: 0.5274 -0.5375 0.1201 -0.3606 0.2389 0.5071


The following is a quantum chemistry calculation of one molecule with the formula C2H4N4S in a non-equilibrium geometry, from OMol25.

ORCA input file:
```
! RIJCOSX wB97M-V def2-TZVPD def2/J DEFGRID3
* xyz 0 1
N 0.4848 0.3382 -0.2366
H 1.9727 -2.2708 1.0056
S -0.5459 -1.9147 0.6331
N 0.5597 1.6430 -0.5937
H 1.1766 1.7698 -1.3913
N -1.9059 0.4263 -0.0935
N 1.4773 -0.3331 0.3230
H -2.9083 0.2303 0.2520
C 1.1534 -1.5057 0.7009
H -0.4685 1.9529 -0.7269
C -0.9958 -0.3362 0.1274
*
```

Properties
ΔE to the lowest compared entry with this formula, charge and spin ... 3.325 eV
Frontier orbital gap ... 8.30 eV
E ... -695.709731 hartree
SMILES string ... [H]/N=c1\scnn1N
HOMO level ... -7.58 eV
LUMO ... 0.722 eV

Atomic partial charges in e from the natural (NBO) method, atoms 1 to 6: -0.1135 0.2380 0.3145 -0.6587 0.3679 -0.7301


The following is a quantum chemistry calculation of one molecule with the formula C4H7N3 in a non-equilibrium geometry, from OMol25.

ORCA input file:
```
! RIJCOSX wB97M-V def2-TZVPD def2/J DEFGRID3
* xyz 0 1
N -2.4267 -0.4369 -0.0010
C 1.1183 -0.1375 0.0086
C 0.6746 1.1546 -0.2626
H 2.7602 -1.3339 0.2613
H -1.2671 1.7577 -0.9372
H 0.0232 -2.1283 -0.0775
H 3.0529 0.3011 0.1247
H -2.4398 -0.8704 0.9169
H 0.7140 1.9144 0.5114
N 2.4103 -0.4059 0.4545
C 0.0264 -1.0452 -0.1112
C -1.0819 -0.2329 -0.3299
N -0.6722 1.0013 -0.6442
H -2.8921 0.4620 0.0862
*
```

Properties
ΔE to the lowest compared entry with this formula, charge and spin ... 1.412 eV
Frontier orbital gap ... 7.86 eV
E ... -320.831422 hartree
SMILES string ... Nc1c[nH]c(N)c1
HOMO level ... -6.93 eV
LUMO ... 0.932 eV

Atomic partial charges in e from the natural (NBO) method, atoms 1 to 6: -0.8123 0.1708 -0.3086 0.3753 0.4007 0.2258


The following is a quantum chemistry calculation of C40H105AgF3N9O11 as an isolated structure in a non-equilibrium geometry, from OMol25.

ORCA input file:
```
! RIJCOSX wB97M-V def2-TZVPD def2/J DEFGRID3
* xyz 0 1
C 10.0659 4.9245 -1.7291
H -7.1736 -7.9932 7.1275
H 0.4023 -0.0509 -0.0790
C -7.6645 -6.1378 6.3033
H 1.9172 -8.1748 -7.3155
H -9.5875 -5.9341 5.7792
H 9.2306 -1.1908 2.0190
C 8.7225 -2.0379 4.0542
H -9.4707 -4.3036 -2.1477
H 10.8888 6.7412 -2.4993
C 3.2816 3.3970 -4.9338
H 3.1526 -5.9268 -4.7910
C -3.2832 1.3358 7.7201
H 8.1699 4.7188 -0.7793
Ag -6.3405 2.5082 0.9049
C -1.6041 -1.9514 0.6468
C -9.5747 -7.0411 -1.5789
H -9.8177 -6.2538 -5.7640
C 2.2615 5.5705 -5.3124
H -7.2757 0.6289 9.8783
O -3.6832 2.3937 -9.7968
H 1.2510 -1.3718 0.5936
H -1.5935 2.5587 -10.0174
H -6.3383 2.9459 7.3472
C -7.9742 -7.5679 6.5221
H -9.4344 -4.5964 -6.2051
C 1.4043 -5.5517 -7.1729
H 3.5804 -8.7570 -3.8198
H -3.5235 0.6624 8.5428
C 11.2587 5.8758 -1.9494
H 12.0024 5.4441 -2.6192
H -2.9378 1.2535 -8.1767
H 5.2771 -8.7520 -4.3401
C -8.2207 -5.8932 -3.3999
H -7.2877 1.4454 -8.3367
N -8.7214 -5.4984 5.4964
O -5.9264 1.9447 9.0716
H 5.3234 0.8634 -4.2813
H -7.9785 -6.8518 -3.8588
C 4.3752 -8.1467 -4.2488
H 2.1635 0.5889 1.5574
H -7.6888 -6.3290 -1.3538
C 1.6257 7.9021 6.0448
N -4.1547 2.4126 5.8229
H -3.5361 2.8037 -7.7901
H 7.9174 -1.3819 4.3851
H 3.4125 -8.0977 -7.8362
H 1.1808 0.0035 2.8335
C 2.6665 -6.3691 -6.9774
C -3.7571 1.9339 -8.4088
C -5.1730 1.2422 -8.1618
N 2.5490 -7.5740 -7.8254
H -4.9110 3.5424 8.2703
C -0.8627 -3.0896 -0.1779
H -8.1649 -5.8173 -5.9572
H 1.0941 -5.6096 -8.2162
O 7.3744 -4.2076 4.1409
H -1.1810 9.3596 5.5175
C 1.1573 10.3996 5.8887
H 1.6040 -4.4991 -6.9721
H 3.3940 -5.6436 -7.3412
H 8.5543 6.3512 -1.3330
O -2.5720 -1.0793 0.0310
C 3.5473 4.9068 -4.8995
H 8.6678 4.0526 -3.0081
H -3.7608 -5.1367 6.1212
H 1.3370 6.9225 6.4259
H -4.6739 0.6169 -6.2723
F -0.1639 -2.6837 -1.2907
H 1.7040 7.9032 4.9576
O 4.4959 2.7161 -4.5474
H 9.8733 -0.4567 4.1053
N 9.8446 -1.3263 4.6181
H -2.1799 -2.4688 1.4141
O -5.2538 -6.6857 6.3816
H -6.0296 -4.9385 5.4632
H -7.6227 -5.7481 7.3204
C 2.0551 11.7495 4.1715
H -3.5112 1.8099 5.3301
H -5.1521 0.9277 6.8122
H -7.9455 -8.0757 5.5581
H 10.4771 4.0160 -1.2892
C 1.1245 0.3803 1.8123
H -2.6126 2.1286 8.0514
H 9.4442 -3.9274 4.5893
C 8.8657 -2.0948 2.5067
H 10.0922 3.8355 -3.3717
H -3.2140 -6.6898 6.7338
H 2.4970 3.2422 -4.1932
H 1.2655 12.4961 4.0863
H -9.5768 -7.9350 -2.2026
H 9.5587 -2.8691 2.1775
H 5.9606 -2.8541 3.4061
H 0.6449 -5.9535 -6.5021
H -2.3893 4.0335 -9.5522
H -6.2960 -6.4922 4.6380
C -7.0102 1.0195 8.8959
H -8.0390 -4.2391 -1.4449
H 2.0059 10.6264 6.5341
H 8.3792 7.2279 1.1867
H -7.3384 -5.2543 -3.3605
C -4.5521 1.7942 7.0903
H -2.6638 0.6755 7.1131
H 9.7374 -1.0657 5.5880
H 6.0754 -2.9501 5.2216
C 8.9573 5.4706 -0.8327
N -0.5766 8.5507 5.5415
H -3.5990 -6.4641 5.0482
H -6.3075 2.9576 -8.5619
H 2.7996 12.1375 4.8666
O 1.5770 10.4517 4.5291
H 5.5246 5.2174 -5.3219
C -2.4830 3.1618 -10.1999
F 0.0981 -3.6240 0.5538
H 2.1582 -7.4085 -5.2124
H 3.0431 3.0477 -5.9384
H 2.3182 6.6399 -5.5155
H 11.8390 6.2510 -1.1065
H 3.6736 5.1714 -3.8497
H -10.5524 -6.6221 -1.8167
C 0.5101 -0.6139 0.8481
H 0.4443 8.9338 7.3555
H -3.6550 3.2378 6.1222
H -6.4514 1.8335 -9.8775
H 0.4826 1.2613 1.8127
H 1.9552 5.2197 -6.2979
C -8.5594 -6.0243 -1.9346
C -3.9236 -6.2126 6.0579
C 0.5749 9.0044 6.2757
F -1.6352 -4.1543 -0.4800
N 9.5130 4.6029 -3.0622
H -6.6761 0.1437 8.3397
H 4.6939 5.1871 -6.5819
O 4.1981 -7.4507 -5.5013
N -8.9307 -4.7111 -1.3977
O -0.7396 -1.0794 1.4127
H 4.1510 1.0137 -5.5908
C 6.1285 -3.4893 4.2758
H 7.8791 5.7449 1.8139
C -6.2792 -5.9900 5.6052
H 7.9586 -2.4835 2.0441
C -6.4050 1.8963 -8.7903
O -9.2217 -5.2667 -4.2151
H 3.5910 0.9887 -3.8820
H 5.3070 -4.1990 4.1776
C -5.4715 2.6657 7.9458
C 8.7784 6.2527 1.4654
C 4.3735 1.3150 -4.5671
H -2.5317 3.5085 -11.2321
H -6.1726 0.4646 -6.7036
N 4.6271 5.5518 -5.6424
H 9.4950 6.2320 2.2865
H 4.4856 -7.4021 -3.4605
H 2.4847 11.7068 3.1707
H 8.3771 -3.3513 5.7812
C 8.4931 -3.4063 4.6988
O 9.5493 5.6720 0.4542
H -9.5566 -7.2552 -0.5102
C -9.1175 -5.4372 -5.5881
H -8.6524 -5.7661 4.5249
H -8.9447 -7.6398 7.0131
N -5.4131 1.1298 -6.7311
H -7.8880 1.3314 8.3299
H 2.5756 8.1513 6.5179
H 0.4749 11.2006 6.1730
H 1.4564 5.3067 -4.6266
H -5.1384 0.2171 -8.5306
C 2.9903 -6.7567 -5.4788
H -0.1687 8.6704 4.6253
*
```

Properties
ΔE to the lowest compared entry with this formula, charge and spin ... 11.243 eV
Frontier orbital gap ... 2.66 eV
E ... -3353.458715 hartree
HOMO level ... -6.80 eV
LUMO ... -4.137 eV

Atomic partial charges in e from the Mulliken method, atoms 1 to 6: 0.5180 0.3345 0.2628 0.4227 0.2593 0.2806


The following is a quantum chemistry calculation of C5H10EuO5 as an isolated structure in a non-equilibrium geometry, from OMol25.

ORCA input file:
```
! RIJCOSX wB97M-V def2-TZVPD def2/J DEFGRID3
* xyz 2 8
H -0.9764 0.2889 0.8356
C 0.0051 1.0987 0.4463
H -3.2558 -2.8987 1.2057
C -3.4628 -1.8390 1.0091
C -2.4714 -0.9263 1.6209
O -3.4615 -1.6709 -0.4462
C 1.3033 0.9481 1.1908
O -1.7023 -1.5430 2.5601
O -4.5419 -2.0412 -2.3461
H 1.8138 0.7215 3.0855
H -4.4685 -1.6111 1.3813
H -2.8421 0.0658 1.9018
O -5.0547 -3.2589 -0.6046
C -4.3222 -2.3673 -1.1375
H 0.1444 0.9968 -0.6357
Eu -6.2236 -3.8338 -2.8607
H -0.4655 2.0660 0.6611
H 1.8810 1.8869 1.1509
H 1.9208 0.1558 0.7372
H -0.9628 -0.9622 2.8482
O 1.0195 0.6286 2.5519
*
```

Properties
Frontier orbital gap (spin up / spin down) ... 6.35 / 6.35 eV
E ... -1282.370792 hartree
HOMO level (spin up / spin down) ... -15.75 / -15.75 eV
LUMO (spin up / spin down) ... -9.394 / -9.393 eV

Atomic partial charges in e from the natural (NBO) method, atoms 1 to 6: 0.0884 -0.4841 0.2609 -0.2072 0.5303 -0.4718


The following is a quantum chemistry calculation of a 3-piece molecular cluster, C21H42IN2O8P overall, from OMol25.

ORCA input file:
```
! RIJCOSX wB97M-V def2-TZVPD def2/J DEFGRID3
* xyz 0 1
H -0.2873 4.9415 -1.3590
H -0.4258 6.4523 -2.2877
O 1.4340 6.1305 -1.4193
H 3.3615 -2.4599 2.7515
H -1.4580 -2.6480 -5.9749
H -0.3381 1.0881 3.4307
H 1.9066 7.9143 -0.5702
H -3.5631 -3.3823 -4.9163
H -0.3199 -0.5947 1.0434
C -3.2362 -4.3673 -3.0704
C 0.1840 0.2272 3.0088
H 1.9954 -2.1675 4.8070
O 3.2536 -4.1299 4.6297
H 2.4468 3.4345 3.4779
H -1.1032 -1.4307 2.4117
C 1.4251 -3.2812 2.4088
C -3.8202 -3.2165 -3.8610
H -0.9588 -3.0567 -2.1074
H -3.7226 -5.2913 -3.3965
P 2.2704 -5.3733 4.2134
C 1.5836 6.4907 0.9769
C -0.7787 -0.4622 2.0196
H -0.1494 -1.3294 4.5098
H 1.5775 7.2947 1.7194
I 0.7137 -5.5246 6.1081
H 0.8254 -0.0029 5.0172
C 2.3240 -2.1311 2.6880
C -3.1028 -0.7556 -5.6285
C 0.2504 5.6375 -2.0127
H 3.6478 -4.3365 5.4902
C 2.2918 3.8623 2.4836
H -0.0057 -1.6372 -6.1022
N 0.6248 5.4723 1.3813
H 0.4657 4.8437 0.6050
C -3.6554 -0.7869 -4.2081
C -1.0085 -4.1422 -2.2382
C 1.0116 4.6873 2.5482
H 0.1902 3.9971 2.7573
H 0.5402 5.1044 -2.9164
H 1.5595 3.3117 -0.2962
O -0.7370 -5.8272 2.9848
C 0.6503 -0.6674 4.1628
O -1.8462 -4.5184 -3.3157
C 1.2353 7.0734 -0.3753
H -0.6920 -1.9785 -4.5130
H -2.3440 -1.9809 -3.2305
H -0.0065 -4.5020 -2.4658
H -3.4209 -1.6245 -6.2184
H -3.2813 0.1024 -3.6946
C -0.9399 -1.7793 -5.5594
H 2.2477 -1.3994 1.8805
H 0.2090 7.4532 -0.3848
H 1.0834 5.3629 3.4074
H -4.9112 -3.2449 -3.7744
H -1.6885 0.1209 1.8728
H -1.3380 -4.5934 -1.2985
H -3.5264 0.1249 -6.1186
H 1.0533 0.6217 2.4782
H 2.6096 6.1033 0.9105
N -3.3458 -1.9334 -3.3613
C -0.0194 -5.0323 2.4904
C 0.5493 -3.3200 1.1932
O 2.2350 2.7587 1.6011
H -3.4320 -4.2440 -2.0007
O -0.3792 -4.3220 1.3562
H 2.8798 2.1467 -0.2217
H -4.7449 -0.6860 -4.2623
C 1.9897 -1.4133 4.0145
H 3.1762 4.4746 2.2673
H 3.2049 3.8573 0.1194
H 2.8005 -0.7231 4.2520
C 2.4776 3.0497 0.2371
O 0.7309 -2.7672 0.1567
C 1.2712 -4.4783 2.9985
O -1.7005 -0.5960 -5.7110
*
```

Properties
ΔE to the lowest compared entry with this formula, charge and spin ... 0.000 eV
Frontier orbital gap ... 7.33 eV
E ... -2175.771413 hartree
SMILES string ... CCCCCC1=C(P(O)I)C(=O)OC1=O.COCCNCCOC.COCCNCCOC
HOMO level ... -8.49 eV
LUMO ... -1.156 eV

Atomic partial charges in e from the Mulliken method, atoms 1 to 6: 0.2902 0.3389 -0.3421 0.4665 0.2702 0.4928


The following is a quantum chemistry calculation of one molecule with the formula C22H27N3O3, from OMol25.

ORCA input file:
```
! RIJCOSX wB97M-V def2-TZVPD def2/J DEFGRID3
* xyz 0 1
H 5.2660 0.1965 -2.6706
C -2.7357 -2.5015 0.2037
H -3.5639 -2.9568 -0.3346
H -5.0603 1.9778 0.7792
N 3.6989 -1.2763 -1.2031
C -4.7251 2.0629 -0.2520
H -5.5177 1.6993 -0.9017
C 3.5376 1.7659 0.7534
C -0.0437 1.4309 1.3788
H -2.6519 1.7215 1.4835
C 0.9339 1.8122 -0.6580
H 5.7345 1.2425 -1.3091
H -0.3658 -1.0556 0.2537
H -2.0267 -0.2865 -2.3321
H 1.8161 -0.2403 2.6479
H 2.1998 2.0360 2.4462
N 1.0721 1.8725 0.7360
H 3.9854 -1.7903 -2.0203
C 4.8974 0.8038 -1.8468
C 2.6886 -0.7163 0.7285
C 3.4472 0.4055 0.2480
O 4.5245 2.4603 0.6483
H -0.6309 1.1450 -1.8268
C 1.9438 -0.9820 1.8766
O -0.2103 1.3954 2.5725
N -0.2977 1.3136 -0.8950
C 2.2688 2.3349 1.3963
C -1.0356 0.9880 0.3012
H -2.8184 -1.8504 -2.3333
C -3.4460 1.2572 -0.4657
H 1.0511 -4.1819 1.2004
H -1.8606 -3.1379 0.0942
C 1.5235 -3.2221 1.0538
H -4.4843 -0.5955 -0.8269
H -2.1345 2.8372 0.2137
C 2.2886 -3.0021 -0.0737
H -4.5567 3.1146 -0.4716
C 4.0611 0.0028 -0.9254
H 0.7809 -2.4395 2.9005
C -3.6927 -0.2231 -0.1733
C -2.3359 1.7876 0.4402
C -1.2876 -0.5157 0.4800
H -1.5040 -0.6639 1.5404
C -2.0724 -1.2445 -1.8229
H 2.4377 -3.7755 -0.8129
H 4.2979 1.6251 -2.2403
H 2.3358 3.4273 1.3476
C -2.4440 -1.0992 -0.3444
C 2.8733 -1.7532 -0.2176
C 1.3676 -2.2272 2.0195
H -3.1413 1.3792 -1.5099
H -2.9969 -2.4590 1.2582
H -4.0439 -0.3139 0.8571
H -1.1074 -1.7364 -1.9245
O 1.7596 2.1506 -1.4670
*
```

Properties
ΔE to the lowest compared entry with this formula, charge and spin ... 0.000 eV
Frontier orbital gap ... 8.64 eV
E ... -1244.635287 hartree
SMILES string ... Cc1[nH]c2ccccc2c1C(=O)CN1C(=O)N[C@]2(C[C@H](C)CC(C)(C)C2)C1=O
HOMO level ... -8.06 eV
LUMO ... 0.583 eV

Atomic partial charges in e from the natural (NBO) method, atoms 1 to 6: 0.2078 -0.5950 0.2067 0.2043 -0.5139 -0.5940


The following is a quantum chemistry calculation of a 2-piece molecular cluster, C4H9N2O2 overall in a non-equilibrium geometry, from OMol25.

ORCA input file:
```
! RIJCOSX wB97M-V def2-TZVPD def2/J DEFGRID3
* xyz -1 1
C 0.7050 0.0858 -0.6374
N 1.7093 -0.5713 -0.0081
N -2.3549 1.6407 0.3837
H -3.0238 0.4903 2.0186
H 1.2236 0.5583 -1.5562
H -3.1042 -0.3459 0.3951
H -1.2845 -0.0904 -1.2694
H -0.3244 -1.6420 -1.6483
O 3.3516 0.8120 -0.8273
C 3.0273 0.0114 0.0660
O 3.7278 -0.3888 1.0628
C -2.6790 0.4769 0.9978
C -0.5390 -0.7657 -0.9481
H -0.9137 -0.9990 0.0549
H 1.5071 -0.8286 0.9273
H 0.3941 0.9763 0.0439
H -1.4221 0.5801 0.9447
*
```

Properties
ΔE to the lowest compared entry with this formula, charge and spin ... 5.390 eV
Frontier orbital gap ... 6.47 eV
E ... -417.684565 hartree
HOMO level ... -4.04 eV
LUMO ... 2.430 eV

Atomic partial charges in e from the natural (NBO) method, atoms 1 to 6: -0.2010 -0.7062 -0.3547 0.1621 0.2377 0.1636


Look up the E of the seventh one.
-1244.635287 hartree